[1]
{
  "formula": "C23H44Br16O6",
  "method": "ωB97M-V with the def2-TZVPD basis set",
  "s2": 0.7533,
  "e_lumo_ev": [1.54, 1.54],
  "energy_ha": -42538.4136,
  "total_charge": -1,
  "spin_multiplicity": 2,
  "orbital_gap_ev": [2.165, 7.921],
  "species": ["C", "C", "C", "O", "C", "O", "O", "H", "H", "H", "H", "H", "H", "Br", "C", "C", "Br", "H", "H", "H", "H", "Br", "C", "C", "Br", "H", "H", "H", "H", "Br", "C", "C", "Br", "H", "H", "H", "H", "Br", "C", "C", "Br", "H", "H", "H", "H", "Br", "C", "C", "Br", "H", "H", "H", "H", "Br", "C", "C", "Br", "H", "H", "H", "H", "Br", "C", "C", "Br", "H", "H", "H", "H", "Br", "C", "C", "Br", "H", "H", "H", "H", "C", "O", "C", "O", "O", "C", "H", "H", "H", "H", "H", "H"],
  "coordinates": [[4.610434, -1.823420, 3.959557], [5.982776, -2.124654, 3.273827], [6.872699, -0.977895, 2.972910], [8.117160, -1.353706, 3.649569], [8.036784, -2.485203, 4.205982], [8.880207, -3.074598, 4.838349], [6.800896, -2.954239, 4.099577], [3.846188, -2.599101, 3.911070], [4.069977, -1.019672, 3.459555], [4.658830, -1.430818, 4.975238], [5.773120, -2.690184, 2.365905], [6.449082, -0.114906, 3.486611], [6.971918, -0.762964, 1.908925], [-1.190705, -0.181960, 4.781680], [-2.593490, -0.744733, 6.070289], [-3.110415, -2.137842, 5.609064], [-4.577196, -2.758356, 6.840337], [-3.405863, -0.035303, 6.227920], [-2.268339, -0.942158, 7.091753], [-2.288476, -2.839932, 5.469075], [-3.593302, -1.959043, 4.648369], [3.161604, 0.152633, -2.053283], [2.675032, -1.382402, -3.293371], [2.345398, -0.922353, -4.744441], [1.234594, -2.371484, -5.538687], [1.837406, -1.884544, -2.809286], [3.528669, -2.054843, -3.378430], [3.187150, -0.849791, -5.433122], [1.783115, 0.010901, -4.775935], [1.625913, 6.977907, -2.149960], [0.169257, 5.586007, -1.937395], [0.355159, 4.418556, -2.876700], [2.152907, 3.517074, -2.639951], [-0.800010, 6.008477, -2.202216], [0.277214, 5.301571, -0.890716], [0.139047, 4.592248, -3.930853], [-0.340825, 3.614642, -2.637042], [-4.849084, -5.821151, -2.463553], [-4.880536, -4.169889, -3.525447], [-3.515646, -3.553360, -3.388832], [-3.630823, -1.719190, -4.078833], [-5.704386, -3.581361, -3.121693], [-5.084868, -4.419328, -4.566662], [-2.734458, -4.046531, -3.967304], [-3.177829, -3.499089, -2.353923], [-0.315434, -3.959373, -1.746872], [-0.690503, -3.756219, 0.209515], [-2.157907, -3.651078, 0.563688], [-2.126450, -3.771603, 2.510514], [-0.117605, -2.890336, 0.541367], [-0.147435, -4.562918, 0.701872], [-2.811895, -4.405355, 0.126117], [-2.537643, -2.655678, 0.333284], [-2.299429, 2.277821, -5.068954], [-3.956075, 3.252951, -4.561192], [-4.968204, 2.186592, -4.078178], [-6.667545, 3.176433, -3.899979], [-4.208557, 3.992615, -5.320951], [-3.620509, 3.833713, -3.701999], [-4.671066, 1.731394, -3.133395], [-5.068756, 1.428900, -4.855276], [5.557100, 1.783403, 1.572775], [3.603799, 1.736143, 1.335913], [2.846405, 2.900207, 2.067693], [3.866409, 4.614362, 2.017561], [3.160173, 0.802841, 1.682677], [3.419255, 1.973684, 0.288245], [2.564178, 2.850241, 3.119334], [1.853329, 2.980585, 1.625611], [-0.948221, 3.197840, 1.251022], [-2.866404, 2.742221, 1.537749], [-3.512380, 2.445574, 0.164588], [-3.397735, 4.097019, -1.028870], [-3.287269, 3.588208, 2.081151], [-2.958387, 1.885226, 2.204988], [-4.547483, 2.141257, 0.319741], [-2.955510, 1.642966, -0.318952], [0.466279, -0.149731, 1.912238], [0.619468, 0.260117, 0.542706], [-0.457084, 0.133174, -0.281363], [-1.576694, -0.266328, 0.046349], [-0.057455, 0.520942, -1.423026], [-0.868836, 0.397491, -2.599078], [1.439728, -0.473871, 2.280239], [-0.242576, -0.960165, 2.081981], [0.188144, 0.745499, 2.468393], [-0.316202, 0.435208, -3.537836], [-1.470870, 1.304929, -2.552026], [-1.552435, -0.450911, -2.567288]],
  "forces_ev_per_angstrom": [[0.002, 0.705, -0.398], [-1.906, -1.556, 0.288], [0.199, 0.954, 1.158], [0.682, 3.998, -2.657], [0.245, -3.113, 2.492], [-0.129, 0.661, -0.673], [-1.607, -1.260, 0.079], [0.622, -0.594, 0.159], [0.419, 0.336, -0.579], [0.527, -0.383, 0.170], [-0.057, -0.121, -0.037], [0.578, 0.302, -0.172], [0.551, -0.099, 0.275], [-0.960, -0.121, 1.083], [-0.395, -1.777, 0.763], [-0.636, 1.692, -0.596], [1.138, 0.237, -0.672], [0.182, 0.219, -0.889], [1.073, 0.505, -0.163], [-0.358, -0.202, 0.531], [-0.130, -0.518, 0.070], [-0.068, -1.246, -1.074], [0.377, 0.723, -0.657], [-0.398, -0.275, 0.762], [0.220, 0.505, 0.187], [0.082, 0.242, -0.126], [-0.039, 0.113, 0.497], [0.089, 0.001, 0.473], [-0.132, -0.258, 0.005], [-0.906, -0.512, -0.100], [0.855, -0.084, -0.493], [0.444, -0.889, 0.322], [-1.041, 0.577, -0.383], [0.113, 0.378, 0.446], [-0.354, 0.014, -0.215], [0.713, 0.443, 0.035], [-0.040, 0.115, 0.509], [-0.116, -0.043, -0.211], [0.078, -0.357, -0.033], [0.055, 0.577, 0.126], [0.100, -0.163, 0.021], [0.346, 0.062, 0.002], [-0.091, -0.138, 0.198], [-0.284, -0.063, 0.013], [-0.169, 0.180, -0.173], [-0.250, 0.198, 0.816], [0.914, -0.083, -0.304], [0.489, 0.441, -0.188], [-0.384, -0.080, -0.002], [-0.412, 0.345, -0.352], [-0.531, -0.421, -0.324], [0.251, -0.156, 0.284], [0.043, -0.050, 0.001], [-0.417, 0.320, -0.319], [0.630, -0.399, 1.406], [0.392, 1.197, -1.289], [0.305, -0.558, 0.131], [-0.330, -0.790, -0.328], [-0.093, -0.038, 0.086], [-0.149, 0.342, -0.008], [-0.399, 0.024, 0.186], [-0.746, -0.334, -0.044], [-0.737, 1.983, 0.770], [0.458, 0.142, 0.258], [-0.875, -0.577, -0.278], [0.431, -0.078, -0.376], [0.211, -0.651, 0.002], [0.802, -0.721, 0.138], [0.238, 0.464, -0.703], [0.650, 0.082, 0.120], [-1.566, -0.635, -0.852], [0.454, -1.668, 2.857], [0.136, 1.743, -1.506], [-0.157, 0.218, -0.340], [0.765, -0.064, -0.182], [-0.112, 0.405, -0.246], [-0.112, -0.025, -0.013], [0.072, 0.556, -0.097], [-0.416, -0.884, 0.319], [-1.551, -0.840, 2.606], [1.833, 0.142, -0.469], [1.444, 0.050, -2.664], [-1.462, 1.046, 0.734], [0.122, -0.046, -0.278], [-0.174, 0.172, -0.351], [-0.274, -0.103, 0.142], [0.592, -0.194, 0.544], [-0.298, -0.126, -0.406], [0.336, -0.118, 0.155]]
}

=====

[2]
{
  "formula": "C6H5O8",
  "method": "ωB97M-V with the def2-TZVPD basis set",
  "e_lumo_ev": 8.66,
  "energy_ha": -833.4457,
  "total_charge": -3,
  "relative_energy_kj_mol": 45.45,
  "smiles": "O=C([O-])CO[C@H](C(=O)[O-])[C@@H](O)C(=O)[O-]",
  "orbital_gap_ev": 7.044,
  "species": ["O", "C", "O", "C", "O", "C", "C", "O", "O", "C", "O", "C", "O", "O", "H", "H", "H", "H", "H"],
  "coordinates": [[1.804058, -2.413372, 2.077650], [1.352445, -2.846035, 0.984162], [1.455693, -4.000581, 0.525894], [0.675866, -1.909148, 0.154526], [0.614414, -0.522946, 0.601941], [-0.272476, 0.241190, -0.160694], [0.224772, 0.433773, -1.634682], [-0.133276, -0.485958, -2.534885], [0.973062, 1.422974, -1.887989], [-0.547180, 1.607955, 0.570996], [0.609463, 2.342410, 0.605471], [-1.894534, 2.201742, 0.203593], [-2.867150, 1.695395, 0.826958], [-1.921573, 3.151812, -0.666495], [-0.350861, -2.270970, 0.011141], [1.225065, -1.947994, -0.798955], [-1.250159, -0.321237, -0.208327], [-0.595413, 1.441268, 1.673124], [0.897785, 2.179720, -0.343431]],
  "forces_ev_per_angstrom": [[0.208, -0.593, 0.247], [1.867, -0.371, 3.284], [0.012, -1.238, -0.393], [-1.437, 2.904, -2.338], [0.718, -1.354, 0.235], [-2.005, 0.035, -0.284], [-0.499, -2.025, -2.838], [0.903, 2.696, 2.792], [-0.358, -0.593, 0.425], [0.089, -2.423, 2.557], [1.510, 1.466, -2.520], [-0.555, 1.864, -1.468], [0.023, 0.252, -0.340], [-0.197, -1.297, 1.347], [0.048, 0.117, -0.345], [-0.610, 0.125, -0.115], [0.664, 0.597, -0.132], [-0.973, -0.969, -0.600], [0.592, 0.808, 0.487]]
}

=====

[3]
{
  "formula": "C4H6Si",
  "method": "ωB97M-V with the def2-TZVPD basis set",
  "e_lumo_ev": -0.03,
  "energy_ha": -445.4031,
  "relative_energy_kj_mol": 83.77,
  "smiles": "C1=C[SiH2]C=C1",
  "orbital_gap_ev": 8.444,
  "species": ["C", "C", "Si", "C", "C", "H", "H", "H", "H", "H", "H"],
  "coordinates": [[0.759527, -0.778273, 0.971253], [0.342597, 0.639306, 1.160364], [-0.540966, 1.237108, -0.445412], [-0.237616, -0.449144, -1.215153], [0.319032, -1.317230, -0.326178], [1.231455, -1.225039, 1.813307], [0.324747, 1.184594, 2.158641], [-1.857340, 1.328557, -0.029400], [-0.194918, 2.402595, -1.495455], [-0.680784, -0.634383, -2.227850], [0.534267, -2.388091, -0.364118]],
  "forces_ev_per_angstrom": [[-2.643, 7.160, 0.370], [1.170, -2.974, 0.057], [2.767, -0.694, -0.614], [-0.704, -0.475, -0.517], [0.547, 0.117, -0.065], [0.174, -0.980, 0.157], [0.532, -1.000, -1.371], [-2.161, 0.350, 0.354], [-0.121, -1.108, 1.521], [0.814, -0.568, 1.085], [-0.373, 0.171, -0.977]]
}

=====

[4]
{
  "formula": "C5H4O3",
  "method": "ωB97M-V with the def2-TZVPD basis set",
  "e_lumo_ev": -1.00,
  "energy_ha": -418.4405,
  "relative_energy_kj_mol": 581.12,
  "smiles": "C#CCC(=O)C(=O)O",
  "orbital_gap_ev": 8.493,
  "species": ["C", "C", "C", "C", "O", "C", "O", "O", "H", "H", "H", "H"],
  "coordinates": [[-1.229753, 1.740680, -1.328239], [-1.423168, 0.392220, -1.068761], [-0.690950, -0.912596, -0.681830], [0.673502, -0.388067, 0.028246], [1.728118, -0.625783, -0.571915], [0.602607, -0.184794, 1.477943], [-0.556300, 0.335300, 1.630932], [1.693069, 0.083036, 2.178032], [-1.617674, 2.831970, -1.489611], [-1.188271, -1.688307, -0.008672], [-0.438187, -1.169868, -1.711910], [2.447007, -0.413791, 1.545785]],
  "forces_ev_per_angstrom": [[-2.877, -7.568, 1.503], [2.067, 9.089, -0.682], [0.352, 2.907, 0.283], [1.196, -5.784, -3.731], [-1.379, 1.579, 1.440], [-4.672, 5.597, -0.257], [3.636, -2.148, 1.994], [2.072, -3.023, -2.382], [1.016, -2.704, 0.306], [0.352, 1.315, -1.255], [0.456, -1.224, 0.485], [-2.219, 1.965, 2.295]]
}